Density functional theory data (ωB97M-V/def2-TZVPD) for a cluster of 2 separate species, C4H9N2O in total at a distorted geometry.

For the LUMO energy, the calculation gives -2.9 eV. The relative energy (zero: lowest compared OMol25 entry of this formula, charge and spin) is 37.99 kJ/mol. Its total energy is -9315.6221 eV.

The geometry in ORCA input format:
```
! RIJCOSX wB97M-V def2-TZVPD def2/J DEFGRID3
* xyz 1 1
C -2.070 -0.302 -0.325
C -0.615 -0.503 -0.130
C 0.316 -1.073 -0.941
N 1.479 -1.127 -0.225
C 1.307 -0.611 0.977
N 0.012 -0.334 1.093
H -2.537 0.117 0.559
H -2.539 -1.207 -0.681
H -2.267 0.483 -1.064
H 0.212 -1.199 -2.001
H 2.374 -1.391 -0.611
H 2.088 -0.489 1.702
H -0.285 0.364 1.760
H 0.258 2.823 0.310
H 1.549 2.403 -0.388
O 0.718 2.045 -0.035
*
```

Density functional theory data (ωB97M-V/def2-TZVPD) for a cluster of 2 separate species, C4H9N2O in total at a distorted geometry.

For the LUMO energy, the calculation gives -3.5 eV. The relative energy (zero: lowest compared OMol25 entry of this formula, charge and spin) is 427.82 kJ/mol. Its total energy is -9311.5817 eV.

The geometry in ORCA input format:
```
! RIJCOSX wB97M-V def2-TZVPD def2/J DEFGRID3
* xyz 1 1
C -2.326 0.426 1.935
C -0.485 0.203 -1.994
C 1.301 -0.591 1.206
C -0.007 -0.450 -0.723
N -1.541 0.156 1.143
N 1.016 -0.122 -0.129
O 1.832 0.948 -0.484
H -3.019 0.686 2.631
H 1.687 1.230 -1.338
H -1.334 -0.450 -2.319
H 0.184 0.296 -2.833
H -0.822 1.083 -1.526
H 0.566 -0.229 2.004
H 2.345 -0.272 1.409
H 1.216 -1.663 1.236
H -0.611 -1.252 -0.220
*
```

Density functional theory data (ωB97M-V/def2-TZVPD) for the ion C4H9N2O with charge +1 at a distorted geometry.

For the LUMO energy, the calculation gives -3.4 eV. The relative energy (zero: lowest compared OMol25 entry of this formula, charge and spin) is 311.79 kJ/mol. Its total energy is -9312.7844 eV.

The geometry in ORCA input format:
```
! RIJCOSX wB97M-V def2-TZVPD def2/J DEFGRID3
* xyz 1 1
C -0.932 2.183 -0.839
N -1.202 0.774 -0.371
C -0.148 -0.144 -0.942
C 0.828 -1.031 -0.394
N 1.325 -1.610 0.731
C 0.995 -1.732 2.146
O -0.073 -1.417 2.589
H -1.404 2.191 -1.863
H -1.512 2.756 -0.150
H 0.064 2.388 -0.788
H -2.196 0.478 -0.667
H -1.257 0.573 0.614
H 0.066 0.044 -1.955
H 1.326 -1.318 -1.244
H 2.124 -2.240 0.558
H 1.997 -1.895 2.577
*
```

Density functional theory data (ωB97M-V/def2-TZVPD) for the ion C4H9N2O2 with charge -1 at a distorted geometry.

For the LUMO energy, the calculation gives 3.4 eV. The relative energy (zero: lowest compared OMol25 entry of this formula, charge and spin) is 188.34 kJ/mol. Its total energy is -11369.2136 eV.

The geometry in ORCA input format:
```
! RIJCOSX wB97M-V def2-TZVPD def2/J DEFGRID3
* xyz -1 1
C -2.206 0.260 1.104
N -0.771 -0.417 1.041
C -0.641 -0.859 -0.391
C 0.406 0.091 -1.047
N 1.476 0.380 -0.154
C 2.819 0.431 -0.420
O 3.667 1.088 0.206
O 3.063 -0.255 -1.448
H -3.037 -0.471 1.091
H -2.217 0.987 0.281
H -2.168 0.953 1.904
H -0.593 -1.114 1.717
H -0.416 -1.887 -0.433
H -1.523 -0.823 -0.967
H 0.020 1.046 -1.259
H 0.903 -0.235 -1.958
H 1.218 0.823 0.733
*
```

Density functional theory data (ωB97M-V/def2-TZVPD) for a cluster of 2 separate species, C4H9N2O2 in total.

For the LUMO energy, the calculation gives 3.8 eV. The relative energy (zero: lowest compared OMol25 entry of this formula, charge and spin) is 79.71 kJ/mol. Its total energy is -11370.3394 eV.

The geometry in ORCA input format:
```
! RIJCOSX wB97M-V def2-TZVPD def2/J DEFGRID3
* xyz -1 1
N -0.700 2.355 -1.440
C 0.426 2.530 -0.539
O 0.138 2.926 0.611
O 1.539 2.224 -1.019
H -1.408 3.061 -1.292
H -0.365 2.377 -2.394
N -1.396 -2.234 0.408
C 0.073 -2.218 0.327
C 0.969 -0.161 1.391
C 0.563 -0.799 0.304
H -1.793 -3.063 -0.009
H -1.813 -1.404 0.011
H 0.405 -2.734 -0.585
H 0.483 -2.753 1.188
H 1.235 0.889 1.368
H 1.117 -0.714 2.317
H 0.526 -0.281 -0.648
*
```

Density functional theory data (ωB97M-V/def2-TZVPD) for the ion C4H9N2O2 with charge +1 at a distorted geometry.

For the LUMO energy, the calculation gives -3.7 eV. The relative energy (zero: lowest compared OMol25 entry of this formula, charge and spin) is 50.27 kJ/mol. Its total energy is -11362.4465 eV.

The geometry in ORCA input format:
```
! RIJCOSX wB97M-V def2-TZVPD def2/J DEFGRID3
* xyz 1 1
N -0.349 0.965 -2.286
C 0.492 0.333 -1.441
O 1.192 -0.572 -1.841
C 0.203 0.416 0.038
N 1.413 -0.150 0.745
C -0.969 -0.494 0.369
C -1.198 -0.698 1.847
O -0.370 -1.041 2.643
H -0.132 0.864 -3.266
H -0.798 1.824 -2.014
H 0.102 1.388 0.526
H 1.186 -0.576 1.664
H 2.020 -0.806 0.238
H 2.101 0.591 0.946
H -1.887 -0.255 -0.178
H -0.818 -1.431 -0.195
H -2.188 -0.356 2.206
*
```

What did the second record say?
Density functional theory data (ωB97M-V/def2-TZVPD) for a cluster of 2 separate species, C4H9N2O in total at a distorted geometry.

For the LUMO energy, the calculation gives -3.5 eV. The relative energy (zero: lowest compared OMol25 entry of this formula, charge and spin) is 427.82 kJ/mol. Its total energy is -9311.5817 eV.

The geometry in ORCA input format:
```
! RIJCOSX wB97M-V def2-TZVPD def2/J DEFGRID3
* xyz 1 1
C -2.326 0.426 1.935
C -0.485 0.203 -1.994
C 1.301 -0.591 1.206
C -0.007 -0.450 -0.723
N -1.541 0.156 1.143
N 1.016 -0.122 -0.129
O 1.832 0.948 -0.484
H -3.019 0.686 2.631
H 1.687 1.230 -1.338
H -1.334 -0.450 -2.319
H 0.184 0.296 -2.833
H -0.822 1.083 -1.526
H 0.566 -0.229 2.004
H 2.345 -0.272 1.409
H 1.216 -1.663 1.236
H -0.611 -1.252 -0.220
*
```

Among the records above, which one has the highest relative energy (zero: lowest compared OMol25 entry of this formula, charge and spin)?
number 2